No. 1
Computed, not measured: an isolated molecule of C9H10, with ωB97M-V/def2-TZVPD.

Structure (ORCA input):
```
! wB97M-V def2-TZVPD RIJCOSX def2/J DEFGRID3
* xyz 0 1
C -1.7304 0.9057 2.4406
C -0.5136 1.1066 2.9745
C -1.6295 1.2433 0.9442
C -0.0301 -0.7139 0.2637
C 0.3939 1.4242 2.0341
C 0.5214 1.0555 -0.6431
C -0.1554 0.8365 0.6761
C 0.6461 -0.2317 -0.9483
C 1.1642 -0.9239 -2.1236
H -2.5202 0.3417 2.7790
H 0.4313 2.1403 -1.0286
H -2.3445 0.6923 0.3123
H -1.6637 2.3322 0.7602
H 0.6847 -1.3305 0.8378
H -1.0089 -1.1821 0.1368
H 1.4487 1.8193 2.1473
H 1.9675 -0.4148 -2.5088
H 0.3710 -1.1463 -2.8265
H 1.4323 -1.9404 -1.7767
*
```

Summary:
E_HOMO (spin up / spin down) = -7.780 / -8.444 eV
Strongest force on any atom = 3.90 eV/Å
E_tot = -348.70708 Eh
Orbital gap (spin up / spin down) = 0.272 / 0.299 Eh
Relative energy (zero: lowest compared OMol25 entry of this formula, charge and spin) = 4.620 eV


No. 2
Computed, not measured: a cluster of 2 separate species, C9H10BBrF6NO11SSi2 in total, with ωB97M-V/def2-TZVPD.

Structure (ORCA input):
```
! wB97M-V def2-TZVPD RIJCOSX def2/J DEFGRID3
* xyz -1 1
C -2.4389 -2.1732 -4.3174
C -1.9501 -2.0633 -3.2313
Si -1.4416 -1.8553 -1.5027
S -0.8690 -3.7577 -0.6799
C -2.8326 -1.0818 -0.5268
O -2.2924 -0.5200 0.6656
O -2.4777 -1.4601 1.7398
O -0.1797 -0.8119 -1.3884
Si 1.4422 -0.9131 -1.5021
Br 2.0534 -2.3199 -3.1069
B 2.2274 0.9271 -1.9580
O 3.3229 0.9689 -2.7963
O 1.7156 2.0553 -1.4083
C 0.3113 2.3528 -1.6081
C 2.2700 -1.6674 0.1020
O 3.3249 -2.2328 0.0112
C 1.6228 -1.5624 1.5120
F 1.8493 -2.7255 2.1706
F 0.2858 -1.4086 1.3892
C 2.1656 -0.4287 2.4189
F 3.5065 -0.5644 2.5110
F 1.6495 -0.5945 3.6574
C 1.8566 1.0252 1.8915
F 0.8348 0.9712 1.0061
F 2.9574 1.4400 1.2261
C 1.4825 2.0684 2.9730
O 2.1754 3.0026 3.2199
O 0.2914 1.7609 3.4812
H -2.8701 -2.2333 -5.2989
H -2.1288 -4.0826 -0.3871
H -3.2984 -0.2635 -1.0890
H -3.6004 -1.8227 -0.2692
H -1.7287 -2.0618 1.6085
H 3.0899 1.0039 -3.7306
H -0.0198 2.1098 -2.6203
H 0.1961 3.4230 -1.4472
H -0.3100 1.8128 -0.8891
H -0.1245 2.5691 3.8337
N -3.0193 2.7770 1.0887
O -3.9531 3.0775 1.8551
O -1.8311 2.8972 1.4632
O -3.2650 2.3619 -0.0672
*
```

Summary:
E_HOMO = -4.694 eV
Strongest force on any atom = 1.28 eV/Å
E_tot = -5406.64616 Eh
Orbital gap = 0.229 Eh


Number 2 is which compound?
C9H10BBrF6NO11SSi2


E_tot of number 1 (C9H10)?
-348.70708 Eh